No. 1
A structure of composition C15H20ClO5Rh at a distorted geometry, computed with the ωB97M-V functional and the def2-TZVPD basis.

Geometry as XYZ:
```
42
Properties=species:S:1:pos:R:3:lowdin_spin:R:1
Rh 0.804 -0.801 0.589 1.294
C -2.012 -0.578 2.709 0.173
C -1.422 0.692 3.015 0.314
C -1.719 1.593 1.936 0.004
H -0.984 1.004 3.947 0.011
C -2.458 0.867 0.953 0.298
C -2.621 -0.479 1.425 0.115
H -3.155 -1.274 0.898 0.003
H -1.998 -1.456 3.341 0.005
H -1.463 2.657 1.900 -0.006
H -2.799 1.260 -0.015 0.017
C 1.319 -2.664 0.971 0.050
C -0.098 -2.566 0.802 0.074
C -0.367 -2.026 -0.503 0.099
H -0.827 -2.849 1.549 0.014
C 0.896 -1.822 -1.165 0.107
C 1.932 -2.243 -0.258 0.088
H 3.006 -2.252 -0.463 0.020
H 1.839 -2.922 1.888 0.013
H -1.342 -1.818 -0.933 0.017
H 1.026 -1.438 -2.185 0.017
O 0.537 1.227 -0.001 0.082
C 0.303 1.481 -3.100 0.544
C 1.017 2.334 -2.157 0.082
C -1.159 1.583 -3.209 0.092
C 1.077 0.706 -4.085 0.091
C 1.534 1.669 -0.835 0.060
H 0.378 3.186 -1.872 0.008
H 1.935 2.706 -2.647 0.019
H 2.254 0.855 -1.095 0.007
H 2.092 2.500 -0.337 0.005
H -1.460 2.437 -3.846 0.038
H -1.629 1.716 -2.220 0.011
H -1.581 0.680 -3.673 0.005
H 1.323 1.320 -4.974 0.037
H 0.496 -0.160 -4.439 0.007
H 2.030 0.355 -3.656 0.010
O -0.608 -0.946 5.063 0.008
Cl 0.668 -1.112 4.374 0.018
O 1.746 -0.636 5.201 0.012
O 0.857 -2.524 4.039 0.005
O 0.633 -0.265 3.067 0.132
```

Values from the calculation:
DFT total energy, eV: -41632.4986
Spin multiplicity: 5
Total charge: -2
LUMO energy (spin up / spin down), eV: 5.29 / 5.10

=====

No. 2
A cluster of 2 separate species, C32H35F3N2O3S in total at a distorted geometry, computed with the ωB97M-V functional and the def2-TZVPD basis.

Geometry as XYZ:
```
76
Properties=species:S:1:pos:R:3:lowdin_charge:R:1
C -2.018 -0.433 5.691 -0.076
C -2.424 -0.363 4.253 -0.311
C -2.731 0.876 3.683 -0.070
C -3.077 0.980 2.349 -0.053
C -3.136 -0.172 1.518 -0.327
C -3.437 -0.023 0.124 -0.262
S -4.554 -1.214 -0.480 0.704
C -5.281 -0.335 -1.969 -0.627
F -5.766 -1.208 -2.872 0.118
F -6.275 0.467 -1.548 0.120
F -4.342 0.436 -2.587 0.093
O -3.805 -2.335 -1.033 -0.360
O -5.631 -1.488 0.442 -0.296
C -2.943 -1.440 2.134 -0.057
C -2.552 -1.514 3.460 -0.060
H -1.924 -1.470 6.026 0.071
H -1.063 0.091 5.848 0.073
H -2.750 0.067 6.342 0.078
H -2.709 1.775 4.295 0.107
H -3.352 1.923 1.881 0.104
H -3.587 0.978 -0.273 0.063
H -3.068 -2.355 1.554 0.100
H -2.357 -2.485 3.911 0.104
C 5.404 1.713 -0.714 -0.007
N 4.195 1.058 -0.271 -0.041
C 4.065 0.627 1.017 -0.367
O 4.910 0.755 1.898 0.091
C 2.683 -0.016 1.135 -0.156
C 1.792 0.629 2.197 -0.079
C 2.390 0.560 3.591 -0.233
C 2.623 1.741 4.308 -0.039
C 3.263 1.688 5.549 -0.076
C 3.622 0.448 6.096 -0.085
C 3.351 -0.738 5.397 -0.072
C 2.720 -0.680 4.149 -0.041
N 2.152 0.116 -0.227 0.040
C 0.915 -0.335 -0.532 0.031
C 0.324 -0.253 -1.790 -0.067
C -0.959 -0.675 -2.112 0.062
C -1.412 -0.747 -3.478 -0.183
C -2.558 -1.526 -3.827 -0.002
C -3.010 -1.572 -5.127 -0.024
C -2.310 -0.957 -6.173 -0.258
C -2.824 -1.090 -7.565 -0.047
C -1.150 -0.235 -5.862 -0.034
C -0.721 -0.111 -4.552 -0.009
C 3.081 0.762 -1.164 -0.468
C 2.534 2.078 -1.732 0.012
C 3.559 -0.174 -2.283 0.013
H 6.059 1.848 0.151 0.099
H 5.921 1.110 -1.473 0.096
H 5.166 2.689 -1.153 0.092
H 2.827 -1.085 1.380 0.167
H 1.609 1.678 1.911 0.133
H 0.818 0.111 2.188 0.123
H 2.334 2.693 3.852 0.114
H 3.487 2.619 6.076 0.105
H 4.108 0.404 7.070 0.100
H 3.638 -1.709 5.807 0.104
H 2.507 -1.593 3.580 0.115
H 0.360 -0.784 0.285 0.150
H 0.949 0.146 -2.587 0.060
H -1.615 -1.079 -1.330 0.096
H -3.050 -2.109 -3.049 0.095
H -3.938 -2.093 -5.364 0.127
H -2.191 -0.559 -8.275 0.077
H -2.870 -2.142 -7.858 0.090
H -3.846 -0.705 -7.621 0.091
H -0.589 0.251 -6.667 0.115
H 0.173 0.487 -4.347 0.105
H 2.345 2.778 -0.904 0.107
H 3.285 2.506 -2.409 0.089
H 1.606 1.911 -2.283 0.074
H 4.221 -0.940 -1.857 0.105
H 2.720 -0.672 -2.770 0.077
H 4.107 0.414 -3.030 0.094
```

Values from the calculation:
Energy above the lowest of the compared OMol25 structures with the same formula, charge and spin, kcal/mol: 0.00
DFT total energy, eV: -61859.7968
Spin multiplicity: 1
LUMO energy, eV: -1.97

=====

No. 3
A structure of composition C32H56N2PdSbTe at a distorted geometry, computed with the ωB97M-V functional and the def2-TZVPD basis.

Geometry as XYZ:
```
93
Properties=species:S:1:pos:R:3:lowdin_charge:R:1
Pd 0.196 -0.484 3.033 0.595
C 0.604 -0.369 5.856 -0.063
N -0.605 -0.210 5.010 -0.354
C -1.209 1.106 5.306 -0.058
C -1.572 -1.297 5.295 -0.163
C -1.147 -2.610 4.653 -0.174
N -1.019 -2.470 3.193 -0.341
C -2.328 -2.322 2.554 -0.076
C -0.322 -3.630 2.614 -0.097
H 0.340 -0.252 6.912 0.111
H 1.334 0.392 5.594 0.093
H 1.045 -1.355 5.721 0.082
H -1.515 1.146 6.354 0.110
H -2.076 1.266 4.669 0.089
H -0.481 1.892 5.116 0.094
H -2.545 -0.973 4.927 0.117
H -1.672 -1.430 6.376 0.145
H -1.878 -3.387 4.909 0.145
H -0.184 -2.944 5.038 0.117
H -2.921 -3.233 2.687 0.110
H -2.188 -2.148 1.487 0.083
H -2.878 -1.483 2.974 0.077
H -0.926 -4.540 2.708 0.107
H 0.624 -3.792 3.128 0.092
H -0.134 -3.454 1.556 0.052
C 3.306 -1.758 2.175 -0.358
Te 1.677 -0.979 1.015 1.392
C 2.988 0.649 0.585 -0.374
C 4.371 0.121 0.895 -0.290
C 5.496 0.798 0.433 -0.028
C 6.763 0.331 0.742 -0.046
C 6.914 -0.818 1.506 -0.042
C 5.799 -1.502 1.961 -0.019
C 4.524 -1.034 1.656 -0.293
H 3.357 -2.836 2.036 0.070
H 3.103 -1.539 3.223 0.061
H 2.705 1.506 1.187 0.042
H 2.877 0.908 -0.467 0.040
H 5.383 1.693 -0.168 0.121
H 7.634 0.859 0.379 0.120
H 7.903 -1.187 1.741 0.121
H 5.919 -2.404 2.548 0.127
C 0.118 -2.553 -4.308 -0.088
C 0.303 -1.058 -4.530 -0.672
C -0.126 -0.623 -5.931 -0.070
C 1.718 -0.614 -4.195 -0.093
Sb -1.107 0.042 -3.218 2.036
C -3.260 -0.270 -3.623 -0.673
C -3.463 -1.706 -4.084 -0.095
C -3.560 0.728 -4.742 -0.072
C -4.049 0.033 -2.353 -0.090
C -0.570 2.143 -2.806 -0.667
C -1.740 2.829 -2.112 -0.090
C -0.294 2.736 -4.188 -0.072
C 0.668 2.160 -1.914 -0.101
H 0.841 -3.072 -4.944 0.117
H -0.873 -2.902 -4.592 0.075
H 0.322 -2.850 -3.279 0.091
H 0.565 -1.101 -6.636 0.130
H -0.049 0.454 -6.095 0.085
H -1.129 -0.964 -6.192 0.081
H 2.401 -1.174 -4.842 0.118
H 1.992 -0.842 -3.164 0.085
H 1.887 0.445 -4.390 0.077
H -2.902 -1.943 -4.988 0.074
H -4.523 -1.828 -4.325 0.117
H -3.219 -2.434 -3.309 0.098
H -2.981 0.543 -5.651 0.088
H -3.435 1.766 -4.435 0.075
H -4.615 0.599 -5.009 0.130
H -3.662 -0.493 -1.478 0.082
H -5.075 -0.315 -2.507 0.114
H -4.091 1.099 -2.137 0.079
H -2.625 2.901 -2.744 0.077
H -1.429 3.852 -1.876 0.116
H -2.004 2.348 -1.168 0.069
H -1.153 2.677 -4.862 0.088
H 0.578 2.294 -4.672 0.078
H -0.078 3.800 -4.044 0.127
H 0.466 1.725 -0.931 0.068
H 0.950 3.204 -1.752 0.118
H 1.520 1.656 -2.371 0.068
C -1.313 3.819 1.689 -0.076
C 0.019 3.694 2.048 -0.058
C 0.560 2.439 2.337 -0.139
C -0.256 1.324 2.272 -0.319
C -1.590 1.432 1.889 -0.146
C -2.117 2.690 1.605 -0.098
H -1.731 4.798 1.490 0.117
H 0.646 4.574 2.130 0.119
H 1.593 2.368 2.651 0.095
H -2.229 0.559 1.832 0.080
H -3.163 2.783 1.334 0.114
```

Values from the calculation:
Energy above the lowest of the compared OMol25 structures with the same formula, charge and spin, kcal/mol: 0.00
DFT total energy, eV: -54354.6751
Spin multiplicity: 1
Total charge: +3
LUMO energy (spin up / spin down), eV: -11.95 / -12.66

=====

No. 4
A cluster of 2 separate species, C8H13PSi in total at a distorted geometry, computed with the ωB97M-V functional and the def2-TZVPD basis.

Geometry as XYZ:
```
23
Properties=species:S:1:pos:R:3:nbo_charge:R:1
C 3.734 0.462 -0.603 -0.206
C 3.123 -0.746 -0.134 -0.221
C 2.982 1.632 -0.545 -0.209
C 1.795 -0.720 0.272 -0.197
C 1.715 1.634 -0.124 -0.221
C 1.074 0.516 0.343 -0.480
C -2.325 -2.789 -0.139 -0.509
C -1.553 0.227 1.993 -1.127
Si -0.838 0.484 0.249 1.030
P -1.419 2.331 -0.924 -0.209
H 4.795 0.525 -0.741 0.219
H 3.604 -1.760 -0.316 0.221
H 3.399 2.703 -0.892 0.214
H 1.158 -1.620 0.510 0.213
H 1.198 2.634 -0.251 0.212
H -2.910 -2.199 0.442 0.164
H -2.329 -3.075 -1.122 0.174
H -1.360 -2.984 0.391 0.154
H -2.460 -0.280 1.979 0.233
H -1.018 -0.551 2.525 0.249
H -1.673 1.209 2.542 0.244
H -2.808 2.106 -1.184 0.026
H -0.995 1.883 -2.196 0.028
```

Values from the calculation:
Energy above the lowest of the compared OMol25 structures with the same formula, charge and spin, kcal/mol: 81.06
DFT total energy, eV: -25668.4950
Spin multiplicity: 1
LUMO energy (spin up / spin down), eV: -0.54 / 0.05